Record 1
The following is a DFT calculation (ωB97M-V/def2-TZVPD) of a 2-piece molecular cluster, C4H9NO2 overall.

Structure (XYZ):
```
16
Properties=species:S:1:pos:R:3
C 1.367 -0.466 1.421
C 0.085 -0.892 0.765
C -1.115 -0.371 1.012
O -2.236 -0.822 0.350
N 0.980 0.272 -1.613
C -0.032 0.925 -1.995
O -0.814 1.598 -1.135
H 2.196 -0.556 0.710
H 1.586 -1.087 2.297
H 1.324 0.580 1.751
H 0.139 -1.667 0.003
H -1.268 0.398 1.776
H -0.551 1.279 -0.246
H -2.793 -0.074 0.096
H 1.423 -0.216 -2.385
H -0.396 1.024 -3.022
```

- electronic energy (Ha) = -363.00279
- highest occupied orbital energy (Eh) = -0.3227
- structure (SMILES) = [H]/N=C/O.C/C=C/O
- frontier orbital gap (Ha) = 0.355
- net charge = 0
- LUMO level (eV) = 0.87

---

Record 2
The following is a DFT calculation (ωB97M-V/def2-TZVPD) of a single C4H9NO2 molecule at a distorted geometry.

Structure (XYZ):
```
16
Properties=species:S:1:pos:R:3
O 0.393 -3.063 2.139
C 0.436 -1.865 1.999
N 0.517 -1.082 0.886
C -0.085 0.219 0.767
C -0.943 0.378 -0.548
C 0.051 0.656 -1.645
O 0.644 1.971 -1.419
H 0.563 -1.180 2.845
H 0.869 -1.463 0.023
H 0.581 1.071 0.788
H -0.745 0.284 1.642
H -1.638 -0.414 -0.300
H -1.498 1.332 -0.517
H -0.661 0.878 -2.492
H 0.755 -0.143 -1.911
H 0.763 2.420 -2.258
```

- electronic energy (Ha) = -362.99635
- highest occupied orbital energy (Eh) = -0.3529
- structure (SMILES) = O=CNCCCO
- frontier orbital gap (Ha) = 0.377
- net charge = 0
- LUMO level (eV) = 0.67

---

Record 3
The following is a DFT calculation (ωB97M-V/def2-TZVPD) of a 2-piece molecular cluster, C4H9NO2 overall.

Structure (XYZ):
```
16
Properties=species:S:1:pos:R:3
C -1.299 1.367 -0.085
C -1.240 0.050 0.703
C -1.521 -1.107 -0.210
O -0.707 -1.932 -0.574
N 2.000 -0.818 -0.650
C 2.491 0.030 0.279
O 1.963 0.289 1.347
H -0.460 1.432 -0.785
H -1.234 2.216 0.600
H -2.232 1.460 -0.653
H -0.257 -0.066 1.171
H -2.013 0.054 1.482
H -2.561 -1.174 -0.593
H 1.126 -1.318 -0.492
H 2.493 -0.973 -1.514
H 3.449 0.491 -0.027
```

- electronic energy (Ha) = -363.05062
- highest occupied orbital energy (Eh) = -0.3606
- structure (SMILES) = CCC=O.NC=O
- frontier orbital gap (Ha) = 0.393
- net charge = 0
- LUMO level (eV) = 0.88

---

Record 4
The following is a DFT calculation (ωB97M-V/def2-TZVPD) of C4H9NO2 as an isolated structure.

Structure (XYZ):
```
16
Properties=species:S:1:pos:R:3
C -1.458 0.272 -1.002
C 0.470 -0.529 -1.295
C 0.981 -0.251 1.602
C 1.137 0.780 0.491
O -2.203 -0.850 -0.749
O -1.331 1.145 -0.074
N 1.166 0.493 -0.821
H -2.360 -0.885 0.205
H -0.189 1.222 0.306
H -1.562 0.589 -2.036
H 0.513 -0.687 -2.367
H 0.253 -1.419 -0.703
H 1.732 1.652 0.757
H 1.874 -0.881 1.667
H 0.122 -0.906 1.459
H 0.854 0.254 2.560
```

- electronic energy (Ha) = -362.94606
- highest occupied orbital energy (Eh) = -0.3277
- frontier orbital gap (Ha) = 0.349
- net charge = 0
- LUMO level (eV) = 0.57

---

Record 5
The following is a DFT calculation (ωB97M-V/def2-TZVPD) of a single C4H9NO2 molecule at a distorted geometry.

Structure (XYZ):
```
16
Properties=species:S:1:pos:R:3
O -0.026 -2.598 -0.271
C -0.808 -1.816 0.199
C -0.626 -0.270 0.170
C 0.484 0.298 -0.719
C 0.383 1.781 -0.844
O 1.769 -0.051 -0.249
N -0.394 0.009 1.561
H -1.762 -2.137 0.714
H -1.667 -0.037 -0.278
H 0.391 -0.143 -1.757
H 1.045 2.176 -1.621
H -0.679 1.872 -1.155
H 0.434 2.298 0.097
H 1.688 -0.927 0.151
H 0.585 0.151 1.759
H -0.818 -0.608 2.244
```

- electronic energy (Ha) = -363.00716
- highest occupied orbital energy (Eh) = -0.3351
- structure (SMILES) = C[C@@H](O)[C@H](N)C=O
- frontier orbital gap (Ha) = 0.367
- net charge = 0
- LUMO level (eV) = 0.86

---

Record 6
The following is a DFT calculation (ωB97M-V/def2-TZVPD) of a single C4H9NO2 molecule.

Structure (XYZ):
```
16
Properties=species:S:1:pos:R:3
C -0.114 0.998 -1.532
C -0.366 -0.295 -0.755
O -0.175 -1.466 -1.528
C 0.622 -0.279 0.405
C 0.198 0.790 1.397
O 0.912 1.714 1.728
N -1.083 0.636 1.903
H 0.702 0.802 -2.233
H 0.227 1.788 -0.848
H -0.991 1.357 -2.075
H -1.395 -0.312 -0.364
H -0.910 -1.517 -2.153
H 0.687 -1.239 0.930
H 1.614 -0.016 0.028
H -1.169 0.761 2.900
H -1.657 -0.100 1.523
```

- electronic energy (Ha) = -363.05499
- highest occupied orbital energy (Eh) = -0.3665
- structure (SMILES) = C[C@@H](O)CC(N)=O
- frontier orbital gap (Ha) = 0.392
- net charge = 0
- LUMO level (eV) = 0.69

---

Record 7
The following is a DFT calculation (ωB97M-V/def2-TZVPD) of a single C4H9NO2 molecule.

Structure (XYZ):
```
16
Properties=species:S:1:pos:R:3
N 2.284 -0.949 1.516
C 0.958 -0.917 1.209
O 0.177 -1.717 1.695
C 0.548 0.149 0.196
C -0.972 0.315 0.137
C -1.533 0.412 -1.264
O -1.076 1.609 -1.863
H 2.599 -1.677 2.136
H 2.959 -0.329 1.103
H 1.055 1.095 0.416
H 0.939 -0.176 -0.778
H -1.415 -0.556 0.628
H -1.287 1.201 0.703
H -1.206 -0.464 -1.849
H -2.632 0.386 -1.214
H -1.396 1.618 -2.770
```

- electronic energy (Ha) = -363.06306
- highest occupied orbital energy (Eh) = -0.3632
- structure (SMILES) = NC(=O)CCCO
- frontier orbital gap (Ha) = 0.395
- net charge = 0
- LUMO level (eV) = 0.87

---

Record 8
The following is a DFT calculation (ωB97M-V/def2-TZVPD) of a single C4H9NO2 molecule at a distorted geometry.

Structure (XYZ):
```
16
Properties=species:S:1:pos:R:3
C -0.349 -1.115 1.629
N -0.995 -0.002 0.911
C -0.297 0.624 -0.199
C -0.193 -0.392 -1.368
O 0.343 0.216 -2.554
C 1.151 1.065 0.047
O 1.549 2.192 0.179
H -1.086 -1.445 2.355
H -0.270 -1.915 0.895
H 0.611 -0.877 2.084
H -1.256 0.739 1.548
H -0.901 1.452 -0.577
H -1.179 -0.792 -1.583
H 0.512 -1.156 -1.021
H 0.456 1.160 -2.341
H 1.903 0.248 -0.003
```

- electronic energy (Ha) = -362.99858
- highest occupied orbital energy (Eh) = -0.3365
- structure (SMILES) = CN[C@@H](C=O)CO
- frontier orbital gap (Ha) = 0.364
- net charge = 0
- LUMO level (eV) = 0.75